The following is a quantum chemistry calculation of C33H21MoN7O6S as an isolated structure at a distorted geometry, from OMol25.

**LUMO energy (alpha / beta)**: -0.0139 / -0.0195 Ha
**⟨S²⟩**: 2.02
**HOMO-LUMO gap (alpha / beta)**: 6.54 / 6.64 eV
**Multiplicity**: 3
**E_tot**: -69970.6125 eV
**Molar mass**: 739.58 g/mol
**Charge**: 0

Last column: Mulliken charge in e.
Cartesian coordinates (Å):
Mo1 -0.1153 0.3002 -0.3195  -0.096
N1 1.5360 -2.6483 2.3821  -0.121
C1 2.6822 -2.1420 1.8251  -1.128
C2 2.2784 -1.2289 0.9157  -1.030
N2 0.9037 -1.1608 0.8916  1.350
C3 0.4747 -2.0391 1.8038  0.160
C4 -0.9053 -2.3532 2.0498  -0.175
N3 -1.8691 -1.7480 1.4087  0.219
C5 -3.0285 -2.3380 1.8091  -0.533
C6 -2.7636 -3.3224 2.7162  -0.776
N4 -1.4020 -3.3256 2.8684  -0.104
H1 1.4952 -3.3457 3.1022  0.187
H2 3.6609 -2.4693 2.1263  0.443
H3 2.8745 -0.5942 0.2842  0.529
H4 -3.9825 -2.0358 1.4104  0.431
H5 -3.4081 -3.9975 3.2510  0.434
H6 -0.8820 -3.9477 3.4606  0.145
S1 2.8878 -1.3943 -3.4735  -0.441
C7 2.0135 -2.7616 -2.8427  0.477
C8 2.1854 -4.1021 -3.1566  -0.745
C9 1.3449 -5.0226 -2.5604  -0.615
C10 0.3373 -4.5997 -1.6917  -1.112
C11 0.1674 -3.2649 -1.3806  -0.456
C12 1.0354 -2.3259 -1.9383  -0.406
N5 1.0391 -0.9527 -1.7321  1.466
C13 1.9217 -0.3470 -2.4869  0.583
C14 2.0195 1.0786 -2.3928  0.748
C15 2.8789 1.8678 -3.1660  -1.090
C16 2.8760 3.2311 -2.9835  -0.829
C17 2.0222 3.7930 -2.0319  -0.898
C18 1.1799 3.0011 -1.2741  -0.082
C19 1.1507 1.6189 -1.4365  1.772
H7 2.9476 -4.4084 -3.8610  0.418
H8 1.4526 -6.0747 -2.7881  0.407
H9 -0.3436 -5.3302 -1.2739  0.450
H10 -0.6571 -2.9344 -0.7662  0.575
H11 3.5276 1.3978 -3.8972  0.436
H12 3.5233 3.8645 -3.5756  0.420
H13 2.0170 4.8664 -1.8898  0.457
H14 0.5227 3.4643 -0.5476  0.442
O1 -4.8158 0.4861 -4.5269  -0.575
C20 -3.9269 0.4791 -3.7204  0.417
C21 -3.3183 -0.7583 -3.0725  -0.761
O2 -3.6469 -1.9116 -3.2595  -0.663
C22 -2.2927 -0.2284 -2.1873  0.210
C23 -2.2077 1.1660 -2.2453  1.235
O3 -1.3403 1.7333 -1.4960  -0.817
C24 -3.2212 1.7100 -3.1601  -0.330
O4 -3.4806 2.8637 -3.4073  -0.613
O5 -1.4752 -0.8130 -1.3687  0.639
O6 1.2042 1.3048 1.0551  0.240
C25 1.1988 2.0923 2.0769  0.028
C26 2.4261 2.5292 2.6321  -1.003
C27 2.4671 3.3721 3.7157  -0.613
C28 1.2853 3.8187 4.3140  -0.976
C29 0.0779 3.4074 3.7989  -0.895
C30 0.0061 2.5547 2.6898  0.654
C31 -1.2596 2.1577 2.1157  0.343
N6 -1.4594 1.3335 1.0897  0.927
C32 -2.8192 1.2951 0.8642  -0.867
C33 -3.4526 2.0863 1.7574  -1.152
N7 -2.4585 2.6192 2.5460  -0.089
H15 3.3318 2.1782 2.1527  0.427
H16 3.4232 3.6968 4.1068  0.428
H17 1.3186 4.4893 5.1618  0.401
H18 -0.8319 3.7511 4.2787  0.336
H19 -3.2543 0.7131 0.0712  0.529
H20 -4.4936 2.3137 1.8995  0.457
H21 -2.5829 3.2912 3.2788  0.167